Record 1
{
  "formula": "H7O3S",
  "method": "ωB97M-V with the def2-TZVPD basis set",
  "e_lumo_ha": 0.1453,
  "orbital_gap_ev": 7.8049,
  "spin_multiplicity": 1,
  "homo_energy_ev": -3.850,
  "charge": -1,
  "species": ["H", "H", "H", "H", "O", "O", "O", "H", "H", "H", "S"],
  "coordinates": [[-1.091, -0.472, -0.211], [0.578, -0.266, 2.449], [2.347, -0.629, 0.984], [2.598, -1.846, 0.147], [-1.654, -1.208, -0.734], [-1.330, 2.267, -1.521], [3.144, -1.292, 0.663], [-0.748, 1.414, -1.588], [-2.475, -0.713, -0.985], [-1.460, 2.400, -0.529], [0.092, 0.345, 1.324]]
}

Record 2
{
  "formula": "C43H68F2N2O13",
  "method": "ωB97M-V with the def2-TZVPD basis set",
  "e_lumo_ha": -0.0301,
  "orbital_gap_ev": 8.3906,
  "spin_multiplicity": 1,
  "smiles": "CC[C@H](F)c1c(F)c(OC#N)c2c(c1CCCCCCCCOC(C)=O)C(=O)N(O)C2=O.CC(C)=O.CC(C)=O.CC(C)=O.CC(C)=O.CC(C)=O.CC(C)=O.CC(C)=O",
  "homo_energy_ev": -9.210,
  "species": ["C", "C", "O", "C", "O", "C", "H", "H", "H", "H", "C", "H", "C", "O", "H", "H", "H", "C", "H", "C", "H", "H", "H", "H", "H", "F", "H", "C", "C", "H", "N", "H", "C", "H", "H", "H", "H", "C", "H", "H", "C", "H", "H", "C", "C", "F", "O", "O", "H", "H", "C", "H", "C", "H", "C", "H", "H", "C", "H", "C", "H", "H", "H", "C", "C", "H", "H", "C", "O", "O", "H", "H", "H", "H", "O", "H", "H", "H", "C", "C", "H", "H", "H", "C", "H", "H", "H", "O", "H", "O", "O", "H", "H", "H", "C", "C", "H", "C", "H", "C", "H", "O", "H", "H", "C", "C", "C", "C", "H", "H", "H", "H", "H", "H", "N", "C", "H", "C", "C", "C", "H", "C", "C", "C", "H", "C", "O", "C"],
  "coordinates": [[0.620, 2.781, 0.222], [-11.904, -2.580, 5.069], [2.714, 6.579, -3.300], [1.413, -10.307, -5.163], [-1.046, -0.059, 4.203], [5.885, -6.221, -3.333], [-0.227, 1.954, -1.600], [-7.245, 1.076, 2.002], [1.248, -10.782, -6.131], [0.504, -10.383, -4.565], [4.974, -4.011, -0.250], [-10.848, -0.101, 5.982], [1.141, 1.712, 2.440], [4.127, 0.062, 3.863], [7.724, -7.164, -2.797], [3.980, -7.166, -3.480], [-12.402, -3.149, 4.287], [-10.952, -1.587, 4.442], [-6.548, 0.709, -0.140], [-7.657, 2.377, 6.322], [-0.154, -7.960, -5.495], [4.406, -1.268, 0.188], [-12.656, -2.054, 5.660], [-5.930, 5.153, 0.003], [4.562, 1.797, -0.510], [2.808, 1.488, -1.472], [7.018, -7.748, -4.317], [0.781, -7.979, -6.057], [4.546, -6.398, -3.995], [-5.745, 2.320, -0.228], [4.745, 1.363, 5.840], [-4.722, -0.104, 1.299], [8.172, -3.275, -4.475], [-1.908, 0.313, 4.438], [0.589, -8.359, -7.062], [-2.220, 0.872, -1.954], [3.046, -1.197, -0.950], [-0.280, 1.747, -0.536], [3.338, 5.646, -0.183], [5.698, -3.927, -1.058], [3.558, 3.666, -0.907], [6.313, -8.240, -2.759], [1.172, -6.967, -6.130], [-6.769, 5.229, 0.688], [-6.661, 4.181, 1.761], [4.980, 0.873, 1.467], [1.587, 0.260, 5.615], [2.845, -8.418, -4.965], [-5.807, 1.962, 2.458], [2.653, 9.549, -4.118], [-10.166, -0.703, 5.379], [4.804, 8.435, -2.002], [4.439, 0.745, 4.925], [10.940, -2.698, -4.787], [3.993, -1.687, -0.731], [5.428, -3.685, 0.689], [-4.463, 0.021, -1.351], [3.703, 1.172, 1.767], [-9.527, -0.043, 4.807], [2.913, 1.842, 0.830], [-2.006, 2.689, 0.389], [-3.300, 2.162, -1.499], [4.675, -5.053, -0.153], [1.574, 2.118, 1.177], [-3.756, 0.282, -0.563], [-1.796, 0.995, 0.769], [1.284, 8.628, -3.467], [4.654, 7.905, -2.945], [-8.102, 1.418, 5.731], [-10.829, -1.509, 3.241], [2.220, -10.823, -4.648], [8.689, -3.439, -3.529], [-7.317, 3.460, 4.521], [2.370, 9.494, -2.362], [-6.054, 4.382, 2.778], [0.160, 0.769, -0.350], [-6.785, 6.203, 1.165], [-7.762, 4.476, 5.902], [-5.872, 1.405, 0.350], [-1.729, 1.728, -0.034], [-7.923, 1.450, 8.228], [-11.355, -3.268, 5.714], [4.449, 3.825, -1.512], [-0.184, 1.874, 3.118], [-7.707, 5.117, 0.149], [10.932, -2.814, -6.557], [5.157, 6.942, -2.894], [6.227, -5.163, -2.845], [2.813, 4.482, 1.002], [8.934, -4.319, -6.471], [2.660, -3.653, -0.666], [2.727, 3.814, -1.590], [-3.954, 1.473, 1.281], [5.087, 8.490, -3.758], [9.125, -3.473, -5.628], [-2.751, 1.304, -1.105], [-6.510, 2.517, 8.129], [6.794, -7.424, -3.300], [-6.127, 3.778, 5.788], [-7.551, 2.391, 7.829], [7.765, -2.262, -4.498], [-7.323, 3.035, 1.499], [7.356, -3.984, -4.553], [10.015, -1.525, -5.754], [3.764, -3.170, -0.558], [-6.542, 1.833, 1.666], [1.945, 1.041, 3.359], [10.333, -2.566, -5.683], [4.682, -1.508, -1.558], [-8.145, 3.210, 8.237], [-9.545, -1.314, 6.035], [-0.002, 3.461, 0.800], [1.119, 3.375, -0.529], [-3.194, -0.612, -0.290], [-0.170, 1.037, 4.280], [-4.521, 0.769, 0.673], [3.998, -5.459, -3.947], [2.316, 8.923, -3.291], [3.180, 7.689, -3.190], [1.166, 0.698, 4.596], [4.678, -6.682, -5.036], [3.248, 0.765, 3.014], [1.787, -8.858, -5.356], [3.548, 2.180, -0.504], [4.562, 4.767, 0.665], [3.565, 4.668, 0.242], [-1.099, 2.585, 2.859], [-7.185, 3.604, 5.587]]
}

Record 3
{
  "formula": "C31H73N3O3P2",
  "method": "ωB97M-V with the def2-TZVPD basis set",
  "e_lumo_ha": 0.0188,
  "orbital_gap_ev": 6.9815,
  "spin_multiplicity": 1,
  "smiles": "C=CP(CCCCCCCCCCCOC)(COC)(CC(N)(N)N)P(C)O.CCCCCC.CCCCCC",
  "homo_energy_ev": -6.471,
  "species": ["H", "H", "H", "C", "H", "H", "C", "H", "H", "H", "O", "C", "H", "C", "C", "H", "H", "C", "H", "H", "H", "H", "H", "H", "H", "H", "N", "C", "H", "H", "H", "H", "H", "C", "H", "H", "H", "H", "H", "C", "H", "H", "C", "H", "C", "H", "H", "C", "C", "H", "C", "H", "N", "C", "H", "H", "N", "C", "C", "C", "H", "C", "H", "C", "C", "C", "C", "H", "H", "H", "C", "H", "H", "P", "H", "O", "C", "H", "H", "H", "C", "H", "H", "C", "C", "H", "H", "H", "P", "H", "H", "H", "O", "H", "C", "H", "H", "H", "H", "H", "H", "H", "H", "H", "H", "H", "H", "C", "H", "H", "H", "C"],
  "coordinates": [[3.631, -0.932, -2.690], [0.406, 1.499, -1.779], [-7.026, -5.657, 2.636], [-4.020, -2.394, -2.726], [4.290, 6.596, -4.919], [-3.365, -2.629, 3.979], [-1.721, 3.703, 0.655], [1.323, 5.718, -1.103], [-3.776, 1.922, 0.012], [-1.083, 1.754, 1.380], [2.427, 5.689, -4.788], [-3.249, 0.131, 1.173], [-4.600, -6.421, 0.700], [0.888, -0.333, -2.824], [7.077, 2.054, 3.033], [-5.381, -5.965, 3.238], [0.973, 1.743, -3.433], [0.718, 6.102, -3.173], [-1.857, -1.933, 3.985], [-3.599, -4.739, 2.874], [5.078, 1.418, -0.878], [-4.975, 0.222, -0.013], [2.632, 7.114, -3.308], [2.128, 1.341, -2.167], [3.400, -3.748, -1.497], [0.315, 3.459, -0.031], [-1.154, -4.144, 3.392], [-3.212, 1.664, 0.911], [0.252, 7.009, -3.551], [8.343, 1.096, 4.507], [-3.560, 0.005, 2.205], [0.321, 5.242, -3.712], [4.487, -1.506, -1.278], [5.214, 0.734, 1.836], [-2.719, -4.977, 1.395], [-0.949, -5.009, 2.899], [-6.707, -4.399, 0.008], [2.705, 5.397, -2.782], [4.184, 0.846, 1.483], [-0.425, 4.260, 0.036], [-2.741, -2.702, -0.600], [-1.676, -4.403, 4.222], [1.117, 1.146, -2.530], [4.958, 2.261, 3.318], [6.089, 0.281, 0.668], [2.384, -1.851, -0.052], [6.507, 2.227, -0.218], [-3.550, -3.432, -0.612], [-5.119, -1.673, 0.865], [3.881, 5.408, -6.163], [-5.295, -5.960, 0.001], [-6.663, -5.358, 4.317], [-2.614, -2.268, 3.401], [-3.185, -4.209, 2.017], [-3.663, 2.199, 1.749], [-2.557, 4.058, 0.047], [-1.271, -2.744, 1.463], [3.554, -1.611, -1.837], [-1.792, 2.179, 0.666], [7.321, 1.023, 4.131], [7.178, 0.004, 3.769], [0.415, 5.927, -1.669], [6.697, 0.869, -1.322], [-5.687, -4.692, 0.247], [2.404, -1.190, -0.925], [-0.615, 4.816, -1.382], [2.214, 6.112, -3.454], [-0.849, -1.893, 1.824], [4.297, 4.857, -4.516], [-4.123, -2.874, -3.702], [-4.261, -0.564, 0.246], [-4.659, -1.507, -2.746], [5.187, -0.062, 2.586], [-4.554, -3.436, 1.011], [0.748, -2.233, -1.834], [-4.451, -3.260, -1.699], [3.800, 5.635, -5.104], [1.575, -0.671, -3.605], [7.115, 0.108, 1.006], [0.285, -0.878, -0.836], [5.647, 2.044, 2.496], [-6.064, -1.702, 0.318], [-0.119, -0.457, -3.231], [1.022, -1.205, -1.578], [-2.077, -3.296, 2.549], [-0.475, -3.365, 1.362], [-0.018, 6.854, -1.289], [-3.776, -0.821, -0.693], [-5.796, -3.533, 3.011], [-1.501, 1.825, -0.330], [-0.024, 5.047, 0.675], [7.789, 1.896, 2.218], [-7.317, -2.864, 2.729], [2.612, -0.188, -0.536], [6.092, 1.259, -0.502], [-5.392, -1.339, 1.866], [-3.075, -4.415, -0.710], [-1.868, 4.091, 1.664], [4.307, -3.312, -2.945], [-7.777, -3.415, 2.088], [5.719, -0.685, 0.316], [-0.518, 4.026, -2.129], [5.530, 2.867, 1.785], [-5.587, -6.505, -0.888], [6.644, 1.184, 4.972], [-1.612, 5.246, -1.491], [2.553, -3.197, -2.947], [3.443, -3.049, -2.334], [-2.240, -0.229, 0.998], [7.288, 3.049, 3.432], [-2.981, -2.081, -2.618], [-6.243, -5.305, 3.313]]
}

Record 4
{
  "formula": "C39H29BBr2IrN10O5",
  "method": "ωB97M-V with the def2-TZVPD basis set",
  "e_lumo_ha": [-0.2334, -0.2740],
  "orbital_gap_ev": [6.3077, 5.2035],
  "spin_multiplicity": 2,
  "homo_energy_ev": [-12.659, -12.659],
  "charge": 2,
  "species": ["C", "C", "O", "H", "H", "Ir", "C", "H", "H", "N", "C", "C", "O", "C", "C", "C", "C", "H", "O", "H", "C", "H", "C", "H", "C", "C", "H", "C", "C", "H", "B", "C", "H", "N", "N", "C", "N", "H", "C", "C", "N", "C", "Br", "C", "N", "H", "N", "H", "C", "O", "H", "H", "C", "C", "C", "H", "H", "H", "C", "Br", "C", "H", "C", "C", "C", "C", "N", "O", "C", "H", "C", "H", "H", "C", "C", "H", "C", "C", "H", "H", "H", "C", "H", "N", "H", "C", "N"],
  "coordinates": [[0.548, 2.784, -0.471], [1.232, -7.289, -4.497], [2.149, 0.972, 2.190], [0.834, -7.941, -5.262], [0.694, -3.174, -0.115], [-0.234, 0.016, -0.753], [5.190, -0.671, 1.278], [-0.650, 2.412, -3.020], [0.833, 4.880, -0.135], [2.728, -2.486, -2.515], [-3.538, 2.381, 0.476], [0.357, -6.555, -3.700], [-1.226, -0.602, -3.391], [2.450, 1.528, -0.895], [-3.063, 3.660, 0.229], [2.744, -4.679, -1.441], [4.476, 1.803, 2.516], [0.878, 1.653, -3.448], [2.718, -1.020, 1.195], [-3.146, 0.359, -1.849], [2.004, -1.407, -2.398], [4.331, 2.537, -0.940], [2.220, -5.590, -2.522], [-5.723, -2.717, 0.343], [-5.089, -4.031, -1.247], [0.167, -0.445, 1.360], [-0.515, 1.520, -4.559], [-1.085, -6.635, -3.914], [-3.147, -0.260, -0.962], [0.158, -5.157, -2.097], [1.716, -0.202, 1.642], [-6.337, -4.035, -1.853], [4.196, 2.729, 2.998], [-1.401, 1.521, -0.039], [-1.749, -7.276, -4.808], [3.093, -6.312, -3.323], [1.122, 1.582, -0.741], [7.199, 0.014, 1.539], [-1.716, 3.870, -0.057], [-3.123, -6.165, -3.597], [1.059, -1.495, -1.417], [-4.821, -3.207, -0.014], [3.722, 5.400, -0.386], [-5.512, -5.495, -3.582], [-4.261, -0.940, -0.748], [2.456, -5.020, -0.445], [-3.854, -2.131, -0.303], [-3.083, -4.803, -1.333], [-4.255, -5.480, -2.982], [-1.887, -5.905, -3.098], [2.875, 0.550, -1.073], [3.828, -4.608, -1.478], [6.154, 0.249, 1.686], [5.806, 1.455, 2.290], [2.596, -7.166, -4.301], [-5.659, -6.056, -4.494], [-7.150, -3.460, -1.425], [-1.972, -3.064, 0.029], [-2.672, 1.287, 0.393], [-4.205, 5.129, 0.364], [-0.906, 2.759, -0.190], [5.453, -1.613, 0.819], [-0.205, 1.548, -3.516], [3.537, 0.887, 2.104], [-2.520, -2.205, -0.318], [-4.058, -4.771, -1.805], [-2.027, -1.051, -0.717], [-0.732, -0.700, 2.082], [1.301, 3.937, -0.373], [3.281, -7.730, -4.919], [3.263, 2.639, -0.814], [-1.336, 4.873, -0.176], [6.587, 2.133, 2.604], [1.231, -2.722, -0.932], [-6.549, -4.781, -3.007], [2.124, -0.553, -3.045], [0.853, -5.717, -2.711], [2.678, 3.866, -0.547], [4.163, -6.212, -3.187], [-7.527, -4.790, -3.468], [-4.398, -3.796, 0.799], [3.883, -0.310, 1.506], [-2.710, 0.578, 1.216], [-3.087, -6.968, -4.600], [-4.571, 2.219, 0.753], [-0.657, 0.275, -2.830], [2.230, -3.309, -1.575]]
}